Entry 1:
DFT (ωB97M-V with the def2-TZVPD basis set) results for an isolated molecule of C3H4ClF at a distorted geometry.

Last column: Löwdin charge in e.
Element x y z (Å)
F  -1.207  0.181  -1.412  -0.006
C  -0.479  0.626  -0.366  -0.317
C  0.856  -0.191  -0.170  -0.132
C  -0.351  -0.546  0.574  -0.626
Cl  -0.224  -0.102  2.319  0.587
H  -0.514  1.694  -0.215  0.141
H  1.110  -0.726  -1.077  0.104
H  1.621  0.458  0.317  0.111
H  -0.812  -1.393  0.030  0.137

Properties
Net charge   0
SMILES   F[C@@H]1C[C@H]1Cl
Multiplicity   1
LUMO   1.10 eV
Highest occupied orbital energy   -9.93 eV
Energy relative to the best compared isomer or geometry (same formula, charge and spin)   1.152 eV

***

Entry 2:
DFT (ωB97M-V with the def2-TZVPD basis set) results for a cluster of 8 separate species, C10H36N10O8 in total at a distorted geometry.

Last column: Löwdin charge in e.
Element x y z (Å)
N  -0.972  -2.051  -3.710  0.095
C  0.147  -2.809  -3.822  -0.579
N  1.119  -2.150  -4.359  0.159
O  0.087  -4.129  -3.319  -0.114
H  -1.788  -2.570  -3.395  0.138
H  -1.071  -1.183  -4.212  0.104
H  2.071  -2.667  -4.444  0.187
H  1.124  -1.146  -4.360  0.101
N  0.193  1.794  -2.515  0.165
C  0.876  2.101  -1.462  -0.642
N  0.183  2.638  -0.579  0.124
O  2.178  1.714  -1.249  -0.064
H  0.622  1.362  -3.321  0.135
H  -0.864  1.885  -2.461  0.083
H  0.694  2.820  0.296  0.101
H  -0.511  3.384  -0.912  0.196
N  -0.743  -0.587  -1.395  0.111
C  -1.230  -0.597  -0.179  -0.536
N  -1.056  0.583  0.356  0.124
O  -1.701  -1.740  0.568  -0.139
H  -0.912  -1.461  -2.029  0.127
H  -0.202  0.128  -1.743  0.015
H  -1.498  0.739  1.291  0.101
H  -0.631  1.431  -0.129  0.038
N  2.043  2.351  1.264  0.110
C  1.918  1.658  2.299  -0.676
N  1.382  0.525  2.125  0.187
O  2.362  2.109  3.555  -0.165
H  2.657  3.205  1.326  0.171
H  2.112  1.916  0.307  0.051
H  1.434  -0.208  2.861  0.068
H  0.802  0.372  1.246  0.119
N  -2.393  1.200  -2.604  0.111
C  -3.215  2.181  -2.273  -0.564
N  -3.050  2.644  -1.059  0.156
O  -4.076  2.831  -3.199  -0.143
H  -2.439  0.859  -3.579  0.147
H  -2.039  0.498  -1.936  0.068
H  -3.768  3.385  -0.702  0.187
H  -2.448  2.194  -0.408  0.046
C  2.292  -1.990  -1.275  -0.090
C  2.092  -2.542  0.077  -0.319
O  2.964  -3.667  0.312  -0.081
H  1.630  -1.167  -1.542  0.040
H  2.301  -2.856  -1.952  0.071
H  3.315  -1.574  -1.396  0.092
H  1.112  -2.967  0.176  0.100
H  2.051  -1.897  0.913  0.077
H  3.205  -3.786  1.261  0.095
C  -0.164  -1.895  3.282  -0.060
C  1.071  -2.175  4.202  -0.292
O  2.153  -1.403  3.819  -0.094
H  0.065  -2.080  2.277  0.020
H  -0.551  -0.847  3.419  0.079
H  -1.003  -2.518  3.530  0.077
H  1.314  -3.202  4.080  0.094
H  0.893  -2.088  5.264  0.108
H  2.994  -1.653  4.234  0.125
C  -2.787  2.645  2.722  -0.170
O  -1.844  1.611  2.893  -0.146
H  -2.297  3.657  2.407  0.106
H  -3.427  2.915  3.581  0.086
H  -3.441  2.430  1.880  0.057
H  -1.334  1.843  3.703  0.122

Properties
Net charge   0
SMILES   NC(N)=O.NC(N)=O.NC(N)=O.NC(N)=O.NC(N)=O.CCO.CCO.CO
Multiplicity   1
LUMO   -0.61 eV
Highest occupied orbital energy   -8.48 eV
Energy relative to the best compared isomer or geometry (same formula, charge and spin)   9.635 eV

***

Entry 3:
DFT (ωB97M-V with the def2-TZVPD basis set) results for a cluster of 2 separate species, C19H19F2NO2 in total at a distorted geometry.

Last column: Löwdin charge in e.
Element x y z (Å)
C  2.525  -0.875  -3.722  -0.039
C  2.149  -1.262  -2.294  -0.567
N  2.288  -2.556  -2.028  0.101
C  2.208  -3.371  -0.959  -0.561
C  2.843  -4.740  -1.198  -0.043
O  1.671  -3.130  0.134  -0.035
O  1.751  -0.369  -1.530  -0.036
H  3.190  -1.633  -4.155  0.066
H  1.608  -0.791  -4.322  0.072
H  3.007  0.111  -3.710  0.065
H  3.477  -4.736  -2.095  0.064
H  3.441  -5.028  -0.323  0.068
H  2.058  -5.500  -1.321  0.071
C  -4.368  -2.322  3.341  -0.019
C  -3.202  -1.627  2.736  -0.174
C  -3.260  -0.261  2.475  -0.194
F  -4.411  0.406  2.818  0.059
C  -2.240  0.445  1.879  0.082
C  -1.117  -0.270  1.367  -0.157
C  -0.053  0.283  0.631  0.135
C  0.111  1.624  0.212  -0.162
C  -0.945  2.563  0.041  0.077
C  -0.654  3.831  -0.411  -0.196
F  -1.677  4.734  -0.547  0.058
C  0.630  4.252  -0.751  -0.177
C  0.841  5.612  -1.315  -0.020
C  1.681  3.334  -0.575  0.004
C  1.435  2.067  -0.096  0.016
C  -1.029  -1.668  1.666  0.041
C  -2.042  -2.317  2.333  0.006
H  -4.063  -3.321  3.645  0.085
H  -4.766  -1.784  4.203  0.094
H  -5.171  -2.417  2.604  0.105
H  -2.288  1.526  1.838  0.114
H  0.773  -0.395  0.439  0.113
H  -1.976  2.295  0.246  0.115
H  1.894  5.724  -1.567  0.083
H  0.244  5.756  -2.220  0.100
H  0.562  6.390  -0.600  0.098
H  2.701  3.637  -0.817  0.127
H  2.254  1.364  0.052  0.123
H  -0.124  -2.199  1.354  0.109
H  -1.959  -3.383  2.543  0.129

Properties
Net charge   0
Multiplicity   1
LUMO   -2.83 eV
Highest occupied orbital energy   -7.07 eV

***

Entry 4:
DFT (ωB97M-V with the def2-TZVPD basis set) results for a cluster of 2 separate species, C5H8O in total at a distorted geometry.

Last column: Löwdin charge in e.
Element x y z (Å)
C  -2.121  -0.715  -2.076  0.012
C  -1.847  -1.429  -1.051  -0.340
O  -1.452  -2.098  -0.238  0.216
H  -1.432  -0.368  -2.706  0.028
H  -3.131  -0.365  -1.969  0.075
C  0.310  0.677  -0.254  -0.007
C  0.637  0.740  1.030  -0.222
C  1.942  0.462  1.660  -0.098
H  -0.664  0.715  -0.463  -0.011
H  1.107  0.363  -0.887  0.067
H  -0.223  0.815  1.668  0.091
H  2.119  1.187  2.410  0.065
H  2.729  0.547  0.941  0.070
H  2.026  -0.528  1.935  0.054

Properties
Net charge   0
SMILES   C=C=O.C=CC
Multiplicity   1
LUMO   0.91 eV
Highest occupied orbital energy   -9.32 eV
Energy relative to the best compared isomer or geometry (same formula, charge and spin)   2.900 eV

***

Entry 5:
DFT (ωB97M-V with the def2-TZVPD basis set) results for a structure of composition C38H96Br2N7O7 at a distorted geometry.

Last column: Löwdin charge in e.
Element x y z (Å)
C  8.885  14.851  14.892  -0.035
C  9.453  13.947  15.871  -0.437
C  9.506  12.444  15.207  -0.119
C  10.273  11.605  16.200  -0.200
C  11.686  12.080  16.457  -0.105
C  11.793  13.567  16.966  -0.457
N  10.814  14.384  16.234  -0.005
O  11.167  15.422  15.777  0.203
C  13.186  14.082  16.517  -0.033
C  11.592  13.759  18.435  -0.019
C  8.594  13.772  17.146  -0.001
H  7.855  14.434  14.691  0.136
H  9.311  14.850  13.990  0.051
H  8.726  15.872  15.247  0.109
H  10.040  12.471  14.219  -0.029
H  8.525  12.100  15.031  0.110
H  10.357  10.681  15.568  0.139
H  9.752  11.276  17.059  0.095
H  12.270  12.058  15.522  0.048
H  12.198  11.614  17.312  0.137
H  13.957  13.353  16.715  0.088
H  13.473  15.108  16.903  0.088
H  13.230  14.252  15.397  0.097
H  12.557  13.466  18.820  0.086
H  10.816  13.110  18.881  0.100
H  11.424  14.791  18.747  0.079
H  8.931  12.973  17.852  0.081
H  7.596  13.405  16.789  0.115
H  8.425  14.733  17.704  0.115
C  13.167  19.883  9.755  0.044
C  12.252  20.001  11.051  -0.389
C  11.787  21.625  11.241  -0.041
C  10.513  22.001  10.507  -0.166
C  10.116  21.058  9.409  -0.129
C  9.964  19.599  9.902  -0.391
N  10.997  19.231  10.877  -0.074
O  10.853  18.309  11.534  0.236
C  10.038  18.634  8.690  0.014
C  8.616  19.285  10.681  0.042
C  13.007  19.574  12.276  -0.043
H  13.110  18.801  9.596  0.102
H  14.115  20.221  10.074  0.086
H  12.851  20.367  8.877  0.070
H  12.664  22.135  10.840  0.122
H  11.684  21.818  12.329  0.124
H  10.795  22.803  9.844  0.121
H  9.684  22.347  11.114  0.129
H  10.802  21.101  8.538  0.129
H  9.212  21.306  8.908  0.129
H  10.424  17.667  8.912  0.083
H  10.753  18.902  7.920  0.090
H  9.042  18.518  8.232  0.120
H  8.537  18.245  10.694  0.071
H  7.854  19.703  10.083  0.095
H  8.613  19.649  11.660  0.080
H  13.878  20.291  12.442  0.132
H  13.272  18.504  12.212  0.099
H  12.329  19.667  13.192  0.116
C  4.200  5.595  16.195  -0.014
C  3.699  5.689  14.716  -0.292
C  4.679  6.308  13.690  -0.196
O  4.303  6.001  12.392  -0.178
C  5.247  6.270  11.382  -0.048
N  3.384  4.389  14.112  0.212
H  2.811  3.782  14.653  0.169
H  3.024  4.608  13.180  0.170
H  4.207  3.818  13.889  0.190
H  3.422  5.216  16.863  0.091
H  4.317  6.661  16.427  0.094
H  5.132  5.050  16.419  0.096
H  2.727  6.216  14.741  0.170
H  5.695  6.029  13.943  0.139
H  4.614  7.360  13.837  0.130
H  4.916  5.750  10.530  0.096
H  6.243  6.033  11.617  0.080
H  5.351  7.326  11.302  0.092
C  13.160  19.488  23.198  -0.032
C  13.637  20.299  22.002  -0.312
C  14.377  21.593  22.382  -0.207
O  15.612  21.185  22.892  -0.232
C  16.400  22.183  23.553  -0.056
N  14.507  19.361  21.163  0.109
H  14.160  18.318  20.916  -0.124
H  14.665  19.769  20.245  0.139
H  15.428  19.280  21.629  0.148
H  12.295  20.001  23.605  0.095
H  13.918  19.451  23.923  0.069
H  12.786  18.498  22.869  0.093
H  12.779  20.549  21.329  0.162
H  13.754  22.130  23.125  0.142
H  14.466  22.307  21.476  0.158
H  16.820  22.827  22.759  0.103
H  17.262  21.722  24.063  0.092
H  15.779  22.616  24.384  0.113
C  19.351  13.750  31.404  -0.013
C  19.074  15.226  31.712  -0.301
C  19.044  16.068  30.460  -0.231
O  20.364  16.151  29.939  -0.182
C  20.378  16.989  28.756  -0.047
N  17.716  15.363  32.422  0.234
H  17.654  14.830  33.293  0.183
H  17.487  16.328  32.585  0.158
H  16.927  15.032  31.836  0.184
H  18.431  13.386  30.916  0.098
H  19.580  13.159  32.277  0.089
H  20.246  13.742  30.771  0.105
H  19.860  15.655  32.328  0.165
H  18.729  17.091  30.786  0.143
H  18.387  15.637  29.717  0.131
H  21.423  17.179  28.559  0.095
H  19.970  17.951  29.102  0.098
H  19.905  16.445  27.949  0.091
C  15.910  10.674  9.121  -0.043
C  14.444  10.492  8.908  -0.272
C  14.087  11.065  7.553  -0.123
O  14.596  10.001  6.654  -0.238
C  14.295  10.264  5.299  -0.086
N  14.149  8.966  8.990  0.260
H  14.188  8.555  8.056  0.163
H  14.845  8.540  9.602  0.165
H  13.259  8.788  9.359  0.144
H  16.238  9.974  9.876  0.083
H  16.147  11.681  9.425  0.099
H  16.558  10.499  8.233  0.116
H  13.948  10.972  9.734  0.137
H  14.456  12.070  7.328  0.144
H  13.023  11.128  7.238  0.135
H  14.499  9.297  4.759  0.120
H  14.839  11.052  4.839  0.087
H  13.228  10.379  5.172  0.086
C  18.084  16.389  18.679  -0.023
C  17.364  15.029  18.890  -0.257
C  18.425  13.922  18.813  -0.237
O  17.882  12.738  19.255  -0.204
C  18.461  11.560  18.695  -0.063
N  16.664  14.947  20.290  0.185
H  15.710  15.257  20.096  -0.092
H  16.772  13.988  20.631  0.151
H  17.070  15.640  20.926  0.156
H  18.153  16.582  17.625  0.094
H  19.001  16.436  19.166  0.064
H  17.469  17.178  19.097  0.073
H  16.547  14.891  18.143  0.154
H  19.321  14.206  19.451  0.158
H  18.808  13.874  17.811  0.130
H  18.516  11.645  17.564  0.110
H  17.935  10.649  18.906  0.084
H  19.531  11.495  19.042  0.114
Br  11.971  12.306  12.748  -0.489
Br  13.904  16.555  20.020  0.017

Properties
Net charge   +5
Multiplicity   1
LUMO   -9.45 eV
Highest occupied orbital energy   -14.43 eV

***

Entry 6:
DFT (ωB97M-V with the def2-TZVPD basis set) results for an isolated molecule of C8H8 at a distorted geometry.

Last column: Löwdin charge in e.
Element x y z (Å)
C  1.990  0.501  -0.183  -0.021
C  2.546  -0.739  -0.334  -0.131
C  -0.624  0.966  -0.233  -0.117
C  -2.206  -1.203  -0.298  0.068
C  0.643  0.638  0.507  -0.249
C  0.322  -0.924  0.517  -0.235
C  1.473  -1.672  -0.119  0.063
C  -1.079  -0.442  -0.160  -0.230
H  2.306  1.446  -0.702  0.122
H  3.580  -1.082  -0.645  0.110
H  -1.285  1.572  0.393  0.127
H  -0.612  1.290  -1.230  0.105
H  -3.141  -1.004  -0.768  0.042
H  -1.844  -2.215  0.019  0.077
H  0.842  1.153  1.454  0.146
H  0.069  -1.303  1.484  0.121

Properties
Net charge   0
Multiplicity   1
LUMO (spin up / spin down)   -0.31 / -0.31 eV
Highest occupied orbital energy (spin up / spin down)   -7.88 / -7.88 eV
Energy relative to the best compared isomer or geometry (same formula, charge and spin)   5.648 eV